Entry 1:
The following is a DFT calculation (ωB97M-V/def2-TZVPD) of a cluster of 2 separate species, CH6N5 in total.

The geometry in XYZ format:
```
12
Properties=species:S:1:pos:R:3:nbo_charge:R:1
C 1.171 0.840 -0.146 0.6016
N 1.445 -1.490 -0.178 -0.5873
N -0.920 -0.446 -0.017 -0.2806
N 1.653 -0.253 0.000 -0.0800
N 1.309 2.108 0.037 -0.7181
N -1.971 -0.988 -0.010 -0.3153
H 2.205 -2.215 -0.114 0.4300
H 1.573 2.651 -0.758 0.4291
H 0.854 2.604 0.745 0.4294
H -2.021 -2.040 0.007 0.3395
H -2.968 -0.495 0.086 0.3483
H 0.404 -1.709 -0.095 0.4033
```

Computed properties:
Calculated total energy, eV: -8573.094
Energy above the lowest of the compared OMol25 structures with the same formula, charge and spin, kJ/mol: 344.1
Orbital gap, eV: 9.33
Total charge: +1
Spin multiplicity: 1
E_HOMO, eV: -13.12

***

Entry 2:
The following is a DFT calculation (ωB97M-V/def2-TZVPD) of a cluster of 2 separate species, CH6N5 in total.

The geometry in XYZ format:
```
12
Properties=species:S:1:pos:R:3:nbo_charge:R:1
C 1.745 -0.252 -0.015 0.7191
N -2.556 -0.281 0.120 -0.3115
N -1.342 -0.124 0.030 0.0472
N 2.116 0.903 0.056 -0.7223
N -0.688 0.990 -0.204 -0.5789
N 1.197 -1.329 -0.058 -0.7731
H -3.017 -1.140 0.305 0.4006
H -0.567 -0.976 -0.087 0.4312
H 2.642 1.404 0.720 0.4531
H -1.216 1.871 -0.307 0.4254
H 1.293 -2.199 -0.532 0.4625
H 0.394 1.134 -0.029 0.4470
```

Computed properties:
Calculated total energy, eV: -8574.362
Energy above the lowest of the compared OMol25 structures with the same formula, charge and spin, kJ/mol: 221.8
Orbital gap, eV: 10.74
Total charge: +1
Spin multiplicity: 1
E_HOMO, eV: -15.38

***

Entry 3:
The following is a DFT calculation (ωB97M-V/def2-TZVPD) of the ion CH6N6 with charge +2.

The geometry in XYZ format:
```
13
Properties=species:S:1:pos:R:3:nbo_charge:R:1
C 0.720 -0.141 0.904 0.3813
N 1.997 0.009 0.648 -0.2762
N 2.811 -0.294 -0.211 0.2372
N 3.780 -0.248 -0.798 0.3191
N -0.159 -0.036 -1.227 -0.5589
N -0.302 -0.089 0.079 -0.0389
N -1.815 0.140 0.515 -0.5784
H 0.569 -0.013 2.012 0.2851
H -0.503 -0.797 -1.753 0.4098
H -0.515 0.778 -1.605 0.3898
H -2.166 0.113 1.489 0.4938
H -2.360 -0.506 -0.070 0.4636
H -2.056 1.086 0.017 0.4726
```

Computed properties:
Calculated total energy, eV: -10050.630
Structure (SMILES): N#[N+]/N=C\N(N)[NH3+]
Energy above the lowest of the compared OMol25 structures with the same formula, charge and spin, kJ/mol: 24.1
Orbital gap, eV: 10.09
Total charge: +2
Spin multiplicity: 1
E_HOMO, eV: -20.22

***

Entry 4:
The following is a DFT calculation (ωB97M-V/def2-TZVPD) of a cluster of 2 separate species, CH6NO in total.

The geometry in XYZ format:
```
9
Properties=species:S:1:pos:R:3:nbo_charge:R:1
O -0.001 -1.409 1.081 -0.9800
H -0.301 0.226 0.585 0.4561
H -0.387 -2.323 1.168 0.5109
H 0.378 -1.465 2.010 0.4998
C 0.259 0.780 -1.311 0.1437
N -0.214 0.929 -0.092 -0.5716
H 0.664 -0.247 -1.754 0.2764
H 0.225 1.686 -1.897 0.2295
H -0.624 1.823 0.210 0.4353
```

Computed properties:
Calculated total energy, eV: -4664.091
Energy above the lowest of the compared OMol25 structures with the same formula, charge and spin, kJ/mol: 65.1
Orbital gap, eV: 11.11
Total charge: +1
Spin multiplicity: 1
E_HOMO, eV: -16.71

***

Entry 5:
The following is a DFT calculation (ωB97M-V/def2-TZVPD) of a cluster of 2 separate species, CH6NO2 in total.

The geometry in XYZ format:
```
10
Properties=species:S:1:pos:R:3:nbo_charge:R:1
N 1.609 0.880 -0.942 -0.9310
C 0.724 0.211 0.143 0.1103
O -0.459 -0.379 -0.380 -0.9987
H 0.964 1.581 -1.439 0.3450
H 2.014 0.187 -1.682 0.3387
H 0.540 0.992 0.945 0.0818
H 1.279 -0.499 0.725 0.0982
H -2.051 -0.547 0.321 0.5178
H -1.918 -1.380 1.436 0.4531
O -2.701 -1.046 0.872 -1.0151
```

Computed properties:
Calculated total energy, eV: -6719.005
Energy above the lowest of the compared OMol25 structures with the same formula, charge and spin, kJ/mol: 79.6
Orbital gap, eV: 7.77
Total charge: -1
Spin multiplicity: 1
E_HOMO, eV: -2.99

***

Entry 6:
The following is a DFT calculation (ωB97M-V/def2-TZVPD) of a cluster of 2 separate species, CH6NO2 in total.

The geometry in XYZ format:
```
10
Properties=species:S:1:pos:R:3:nbo_charge:R:1
O 1.410 -1.232 -2.020 -1.0258
H 0.909 -0.992 -2.808 0.4345
N 0.215 -0.281 0.237 -1.1037
C -0.775 0.613 0.582 0.0806
O -0.455 1.410 1.829 -0.8495
H 0.835 -0.928 -1.256 0.5134
H 0.137 -1.151 0.772 0.2970
H -0.911 1.387 -0.171 0.1120
H -1.759 0.190 0.815 0.0879
H 0.394 0.985 2.019 0.4537
```

Computed properties:
Calculated total energy, eV: -6719.136
Energy above the lowest of the compared OMol25 structures with the same formula, charge and spin, kJ/mol: 67.0
Orbital gap, eV: 7.43
Total charge: -1
Spin multiplicity: 1
E_HOMO, eV: -2.71